1.
DFT (wB97M-V/def2-TZVPD) results for C37H39Cl2N8O7S3Ta as an isolated structure at a distorted geometry.

Geometry (Å):
1 Ta -0.7184 0.1748 -0.8779
2 S -2.5250 -0.2382 0.7749
3 C -1.7090 0.3324 2.2054
4 N -2.0737 0.0289 3.4488
5 N -3.0623 -0.7521 3.6125
6 C -3.5118 -1.1705 4.9007
7 C -2.9051 -0.7209 6.0623
8 C -3.3757 -1.1930 7.2758
9 C -4.4310 -2.0976 7.3230
10 C -5.0306 -2.5267 6.1492
11 C -4.5713 -2.0613 4.9271
12 N -0.6797 1.1762 2.1402
13 N -0.2168 1.5045 1.0054
14 C 0.7703 2.5817 1.1285
15 C 1.2163 3.2386 0.0012
16 C 2.1476 4.2638 0.1052
17 C 2.6360 4.6393 1.3448
18 C 2.1774 3.9812 2.4809
19 C 1.2494 2.9583 2.3838
20 H -3.5604 -1.1127 2.7978
21 H -2.0886 -0.0136 6.0113
22 H -2.9185 -0.8464 8.1929
23 H -4.7866 -2.4646 8.2759
24 H -5.8615 -3.2189 6.1811
25 H -5.0430 -2.3835 4.0034
26 H 0.8352 2.9895 -0.9685
27 H 2.4714 4.7767 -0.7918
28 H 3.3508 5.4475 1.4327
29 H 2.5336 4.2835 3.4576
30 H 0.8966 2.4526 3.2696
31 O 1.5196 4.0455 -5.6178
32 C 1.2437 3.0104 -6.4083
33 O 1.3131 3.0802 -7.6008
34 C 0.8468 1.7103 -5.7730
35 C 0.6430 0.5961 -6.5462
36 N 0.3025 -0.4071 -5.7115
37 N 0.2432 -0.0352 -4.4351
38 C 0.5704 1.2530 -4.4590
39 C 0.5876 1.9951 -3.1944
40 O 1.0714 3.0822 -3.0547
41 O -0.0383 1.3826 -2.1417
42 H 1.4354 3.8108 -4.6771
43 H 0.7334 0.4816 -7.6146
44 H 0.0591 -1.3510 -5.9638
45 Cl -2.5832 2.1113 -1.3799
46 C -3.8363 1.3324 -2.3245
47 C -4.9391 2.0965 -2.6439
48 C -5.9368 1.5209 -3.4112
49 C -5.8126 0.2123 -3.8498
50 C -4.6941 -0.5291 -3.5149
51 Cl -4.5706 -2.1531 -4.0975
52 C -3.6738 0.0109 -2.7227
53 S -2.3235 -1.0328 -2.2736
54 H -5.0125 3.1198 -2.3015
55 H -6.8135 2.0974 -3.6715
56 H -6.5841 -0.2444 -4.4542
57 C 2.2657 -3.2839 -3.2272
58 C 0.7903 -3.1704 -2.8573
59 C 0.4831 -3.7450 -1.4765
60 S 1.0580 -2.6407 -0.1856
61 O -0.0753 -1.5297 -0.1924
62 C 0.7132 -3.6149 1.3075
63 C -0.5581 -3.2336 2.0646
64 C -1.8357 -3.7442 1.4043
65 H 2.4758 -2.7508 -4.1541
66 H 2.5550 -4.3257 -3.3727
67 H 2.9134 -2.8612 -2.4531
68 H 0.1686 -3.7127 -3.5720
69 H 0.4678 -2.1239 -2.9119
70 H 1.0220 -4.6788 -1.2919
71 H -0.5831 -3.8943 -1.2927
72 H 1.6109 -3.4788 1.9111
73 H 0.6679 -4.6510 0.9681
74 H -0.5932 -2.1531 2.2129
75 H -0.4510 -3.6789 3.0557
76 H -2.0636 -3.2107 0.4782
77 H -2.6885 -3.6112 2.0716
78 H -1.7607 -4.8131 1.1882
79 O 5.1471 2.9033 4.3288
80 C 5.6052 1.6944 3.7825
81 N 5.1592 1.4999 2.4110
82 C 4.0653 0.7693 2.1175
83 O 3.3932 0.1727 2.9426
84 C 3.6776 0.6787 0.6620
85 C 4.5060 0.9009 -0.4233
86 C 4.0072 0.6962 -1.7043
87 C 2.6944 0.3012 -1.8552
88 N 1.8734 0.1126 -0.8093
89 C 2.3763 0.2840 0.4149
90 H 4.2459 2.7769 4.6446
91 H 5.2688 0.8319 4.3512
92 H 6.6898 1.7356 3.7817
93 H 5.5438 2.1147 1.7125
94 H 5.5425 1.1888 -0.2925
95 H 4.6325 0.8333 -2.5761
96 H 2.2827 0.1119 -2.8390
97 H 1.7403 0.0743 1.2651

Forces on atoms 1 to 2 (eV/Å):
Ta 0.267 0.105 1.480
S -0.030 -0.103 -0.172

Energy above the lowest of the compared OMol25 structures with the same formula, charge and spin ... 47.49 kcal per mole
HOMO energy ... -0.461 Eh
Total charge ... +2
Frontier orbital gap ... 0.2094 hartree
E ... -124346.05873 eV

Atomic partial charges in e from the Mulliken method, atoms 1 to 2: number 1, Ta, carries -0.90; number 2, S, carries -0.61



2.
DFT (wB97M-V/def2-TZVPD) results for C37H39FeN7OTe as an isolated structure at a distorted geometry.

Geometry (Å):
1 Fe -0.8392 0.0019 1.1660
2 C -5.5086 -2.9230 -0.5239
3 C -4.6459 -2.2777 -1.3967
4 C -3.8010 -1.2758 -0.9392
5 C -3.7876 -0.9139 0.4067
6 C -4.6800 -1.5514 1.2731
7 C -5.5280 -2.5444 0.8144
8 N -2.8775 0.0499 0.8892
9 C -3.4070 1.0944 1.5447
10 C -4.7565 1.5407 1.4092
11 C -5.1846 2.6668 2.0539
12 C -4.3232 3.4277 2.8751
13 C -3.0251 3.0304 3.0295
14 C -2.5639 1.8751 2.3722
15 N -1.2691 1.3777 2.4908
16 N -0.5111 1.9708 3.3204
17 C 0.7904 1.4565 3.4339
18 C 1.6294 2.0835 4.3397
19 C 2.9095 1.5858 4.5112
20 C 3.3044 0.4913 3.7669
21 C 2.4012 -0.0685 2.8730
22 N 1.1559 0.3977 2.7025
23 H -6.1618 -3.7083 -0.8802
24 H -4.6298 -2.5529 -2.4440
25 H -3.1374 -0.7666 -1.6278
26 H -4.6773 -1.2677 2.3188
27 H -6.2042 -3.0319 1.5052
28 H -5.4337 0.9829 0.7765
29 H -6.2094 2.9912 1.9179
30 H -4.6851 4.3169 3.3721
31 H -2.3355 3.5855 3.6487
32 H 1.2511 2.9338 4.8883
33 H 3.5899 2.0476 5.2144
34 H 4.2967 0.0755 3.8585
35 H 2.6814 -0.9145 2.2685
36 O -0.3988 -1.5935 2.7567
37 C 0.4522 -2.6768 2.3141
38 C -0.3754 -3.8042 1.7055
39 C -1.4333 -3.3226 0.6970
40 C -0.8708 -2.6703 -0.5280
41 C -0.7069 -3.4047 -1.6977
42 C -0.2650 -2.7824 -2.8485
43 C 0.0113 -1.4272 -2.7996
44 C -0.1212 -0.7677 -1.5926
45 N -0.5547 -1.3659 -0.4682
46 H 0.1526 -1.0449 3.3440
47 H 1.0238 -3.0639 3.1596
48 H 1.1544 -2.2741 1.5796
49 H -0.9142 -4.3284 2.4977
50 H 0.3272 -4.5010 1.2437
51 H -2.0559 -2.5962 1.1970
52 H -2.0737 -4.1556 0.4071
53 H -0.9467 -4.4595 -1.6903
54 H -0.1340 -3.3428 -3.7653
55 H 0.3548 -0.8846 -3.6689
56 H 0.1336 0.2732 -1.5045
57 N -2.0191 3.4168 -0.9865
58 C -0.9365 3.9909 -0.3555
59 C -0.2335 2.9581 0.1721
60 N -0.8747 1.7711 -0.1128
61 C -1.9457 2.0867 -0.8044
62 H -2.7545 3.9037 -1.4701
63 H -0.7595 5.0502 -0.3599
64 H 0.6965 2.9692 0.7144
65 H -2.6760 1.3947 -1.1815
66 C 6.2085 0.3470 -5.4149
67 C 5.3223 0.4202 -4.1986
68 C 4.8188 -0.7233 -3.5999
69 C 4.0277 -0.6709 -2.4528
70 C 3.5537 -1.9672 -1.8492
71 C 3.7122 0.5683 -1.8781
72 Te 2.5859 0.6837 -0.0735
73 C 4.2097 1.7372 -2.4829
74 C 3.9159 3.1053 -1.9271
75 C 5.0016 1.6425 -3.6225
76 H 6.2381 -0.6645 -5.8196
77 H 7.2322 0.6389 -5.1701
78 H 5.8591 1.0185 -6.2012
79 H 5.0532 -1.6924 -4.0301
80 H 3.9976 -2.8184 -2.3676
81 H 2.4640 -2.0564 -1.9059
82 H 3.8160 -2.0181 -0.7914
83 H 2.8471 3.2332 -1.7487
84 H 4.2600 3.8806 -2.6131
85 H 4.4106 3.2461 -0.9637
86 H 5.3819 2.5550 -4.0726

Forces on atoms 1 to 2 (eV/Å):
Fe -0.098 0.127 -0.484
C 0.021 0.036 0.024

HOMO energy ... -0.207 Eh
Frontier orbital gap ... 0.1672 hartree
E ... -93159.95721 eV

Atomic partial charges in e from the Mulliken method, atoms 1 to 2: number 1, Fe, carries 0.10; number 2, C, carries -0.54



3.
DFT (wB97M-V/def2-TZVPD) results for C37H39N3O4SSiW as an isolated structure at a distorted geometry.

Geometry (Å):
1 W 0.7302 -0.3085 -0.0670
2 O 0.4223 -0.1272 2.3510
3 C -0.4457 -1.3163 2.4605
4 C -0.2307 -1.7966 1.0339
5 O -1.0095 -1.5397 0.0421
6 O 1.0317 -2.1043 0.7071
7 C 0.0831 -2.2709 3.5042
8 C 0.2641 -3.6214 3.2344
9 C 0.7042 -4.4757 4.2362
10 C 0.9745 -3.9820 5.5037
11 C 0.7896 -2.6331 5.7779
12 C 0.3321 -1.7819 4.7838
13 C -1.8870 -0.9019 2.7012
14 C -2.8465 -1.8923 2.8833
15 C -4.1716 -1.5468 3.0908
16 C -4.5484 -0.2088 3.1311
17 C -3.5934 0.7798 2.9598
18 C -2.2636 0.4351 2.7410
19 H 0.9684 -0.0627 3.1556
20 H 0.0711 -4.0178 2.2434
21 H 0.8376 -5.5277 4.0223
22 H 1.3224 -4.6491 6.2811
23 H 0.9810 -2.2473 6.7704
24 H 0.1334 -0.7413 5.0318
25 H -2.5574 -2.9376 2.8728
26 H -4.9111 -2.3230 3.2369
27 H -5.5809 0.0583 3.3156
28 H -3.8781 1.8239 3.0167
29 H -1.5180 1.2125 2.6390
30 C 3.5113 0.0605 2.4693
31 Si 3.9872 -0.3051 0.7102
32 C 5.4610 0.6986 0.2370
33 C 4.2435 -2.1214 0.4240
34 N 2.5563 0.2349 -0.3417
35 C 2.9329 0.6249 -1.6891
36 C 2.5278 1.8525 -2.2018
37 C 2.8678 2.2280 -3.4949
38 C 3.5948 1.3675 -4.3009
39 C 3.9957 0.1354 -3.7952
40 C 3.6787 -0.2315 -2.4948
41 H 4.4263 0.2458 3.0390
42 H 3.0107 -0.7912 2.9380
43 H 2.8949 0.9585 2.5602
44 H 6.3203 0.3383 0.8111
45 H 5.3218 1.7560 0.4770
46 H 5.7109 0.6182 -0.8216
47 H 4.5255 -2.6126 1.3586
48 H 5.0534 -2.2961 -0.2882
49 H 3.3444 -2.6108 0.0536
50 H 1.9896 2.5457 -1.5695
51 H 2.5693 3.1999 -3.8682
52 H 3.8635 1.6574 -5.3082
53 H 4.5764 -0.5416 -4.4091
54 H 4.0033 -1.1912 -2.1081
55 C -5.6752 1.5234 -3.5298
56 C -4.2338 1.0984 -3.5182
57 C -3.8519 -0.1258 -2.9557
58 C -2.5287 -0.5279 -2.9462
59 C -1.5721 0.3160 -3.5039
60 C -1.9158 1.5432 -4.0556
61 C -3.2492 1.9215 -4.0656
62 S 0.1337 -0.1049 -3.4809
63 C 0.1577 -1.6440 -4.3637
64 O 0.3889 -0.6040 -2.0449
65 H -6.3421 0.6762 -3.3847
66 H -5.9305 2.0099 -4.4703
67 H -5.8710 2.2441 -2.7325
68 H -4.6074 -0.7780 -2.5337
69 H -2.2445 -1.4717 -2.4935
70 H -1.1575 2.1882 -4.4866
71 H -3.5326 2.8674 -4.5115
72 H -0.4670 -2.3622 -3.8350
73 H 1.1933 -1.9763 -4.4116
74 H -0.2277 -1.4445 -5.3639
75 N -3.1893 5.9808 -0.0608
76 C -2.5392 5.0367 -0.0089
77 C -1.7512 3.8326 0.0399
78 C -2.3265 2.6171 -0.3058
79 C -1.5444 1.4848 -0.2798
80 N -0.2342 1.5263 0.0243
81 C 0.3000 2.6912 0.4199
82 C -0.4181 3.8612 0.4371
83 H -3.3720 2.5438 -0.5709
84 H -1.9574 0.5145 -0.5104
85 H 1.3407 2.6622 0.7086
86 H 0.0536 4.7832 0.7471

Forces on atoms 1 to 2 (eV/Å):
W 1.059 -0.495 -0.586
O -0.118 0.122 -0.048

Energy above the lowest of the compared OMol25 structures with the same formula, charge and spin ... 50.39 kcal per mole
HOMO energy (spin up / spin down) ... -0.509 / -0.507 Eh
Total charge ... +2
Frontier orbital gap (spin up / spin down) ... 0.2451 / 0.2457 hartree
E ... -72187.58200 eV

Atomic partial charges in e from the Mulliken method, atoms 1 to 2: number 1, W, carries 0.33; number 2, O, carries -0.55